{
  "formula": "HNO2S",
  "method": "ωB97M-V/def2-TZVPD",
  "species": ["N", "O", "O", "S", "H"],
  "xyz": [[0.790, -0.263, 0.372], [-1.761, -0.632, 0.268], [0.008, 1.217, 0.055], [-0.678, -0.154, -0.522], [1.641, -0.168, -0.173]],
  "forces_ev_per_angstrom": [[-1.6941, 2.3296, 0.3053], [-0.3617, -0.1695, 0.4191], [0.9600, -3.0150, 0.3314], [1.0902, 0.7949, -0.4233], [0.0056, 0.0601, -0.6325]],
  "nbo_charge": [-0.499, -0.870, -0.581, 1.587, 0.363],
  "largest_force_ev_per_a": 3.18,
  "total_energy_ev": -16433.03339,
  "mol_weight_g_mol": 79.08,
  "homo_ev": -11.092
}